[1]
Here is 5 unconnected molecules or ions with the total composition C29H41BBr2O12S4 at a distorted geometry from OMol25. Energies are from ωB97M-V with the def2-TZVPD basis set.

```
89
Properties=species:S:1:pos:R:3:forces:R:3
C -5.03332 2.43024 0.28038 -0.17 0.47 -0.24
O -3.52939 0.65467 -0.94599 -0.04 -0.02 0.25
C 1.07322 -4.48555 -2.18486 -0.71 -0.64 -0.91
S 4.58059 -2.72882 4.05092 0.19 -0.05 0.07
C 2.57226 -4.53391 -1.57413 1.37 1.13 -0.18
H 0.24569 1.99639 -0.29767 -0.21 0.07 0.06
C 2.92644 -5.84654 -0.74331 -2.05 0.58 2.80
B 4.98946 -3.45216 -1.09598 1.39 0.18 0.76
O -4.30782 0.16919 1.41792 0.41 -0.22 -0.45
C 5.57711 -1.90460 5.27962 0.26 0.22 0.36
Br 4.17122 -7.26350 -1.31307 -1.03 1.62 0.04
C 6.69904 -4.04329 4.97443 0.23 0.00 0.04
H 1.52312 0.51898 -2.35512 -1.12 -1.52 0.15
C -0.68693 -0.19534 -1.91740 0.86 -2.53 0.02
H 6.31259 -1.29018 4.75550 -0.11 -0.05 -0.03
H 1.38039 1.44032 2.12946 -0.04 0.08 -0.08
H -1.28461 5.37835 -4.02755 -0.08 -0.03 0.07
H -1.10967 0.87080 -1.81667 0.74 -1.96 -0.23
H -2.76697 -1.25114 -1.43235 2.04 0.14 -0.50
H -2.13361 4.38624 -2.83412 0.04 0.14 -0.02
H -4.53884 3.09776 -3.83632 -0.03 0.13 0.04
C 1.07621 2.38850 1.68088 0.25 -0.03 0.04
H 1.47797 3.75550 3.33718 -0.09 -0.01 -0.04
C -6.08132 0.12593 -0.54474 -0.49 -0.32 -0.25
O 4.73456 -2.04040 2.78708 -0.56 0.00 0.13
C 1.26323 -4.91056 1.13913 -0.25 -0.43 0.83
H -2.89241 4.76071 -5.77109 -0.03 -0.05 0.07
H 0.65946 -5.41717 1.98334 1.03 0.72 -1.42
H 7.09217 -2.67882 6.63542 -0.10 -0.01 -0.04
C -1.11150 -2.82207 -1.79643 2.62 2.46 -0.52
C 5.52579 -4.24700 4.01378 0.33 -0.51 -0.10
O -5.10237 4.92577 -2.05845 -0.18 0.27 -0.22
H -3.20713 6.90904 -4.20641 -0.11 -0.05 0.07
H -0.08718 2.93453 3.41800 0.05 0.08 -0.04
C -3.21789 6.16166 -3.40988 0.48 0.13 0.04
H 1.93871 2.78491 1.13510 -0.07 -0.02 0.05
C -0.02643 4.53865 1.97469 0.23 0.21 0.39
C -4.40584 4.00628 -4.42678 0.10 -0.48 -0.35
H 5.86726 -4.43545 2.99483 -0.24 0.09 0.00
C -1.66421 -1.37435 -1.68874 3.86 -1.38 -0.86
H 7.55618 -3.63662 4.42810 -0.09 -0.03 0.04
Br 2.62595 -7.59170 1.64354 -0.46 1.69 -0.94
H -5.79138 2.64701 -1.72597 -0.05 0.07 0.16
H -1.75494 -3.76052 -1.62138 1.08 1.78 -0.37
C 0.63546 3.40046 2.74030 -0.02 -0.12 0.14
O -0.86546 4.40077 -0.52015 -0.44 -0.09 0.10
O 3.66848 -1.52558 -3.37600 -2.25 -2.00 2.94
C 6.25152 -3.03948 6.03927 0.00 -0.13 0.14
S -4.83340 5.40511 -3.39521 0.11 0.38 -0.24
H -5.90264 -0.25198 -1.55322 0.10 0.03 0.10
S -4.52637 0.73065 0.10359 -0.42 0.69 0.66
H 4.87450 -5.05826 4.34371 -0.07 0.17 -0.06
C 2.26450 -5.97824 0.51575 1.14 0.59 -2.32
C 0.83756 -0.38466 -2.22543 -2.36 -3.25 0.48
H 1.78276 -4.01233 1.63599 -0.42 -1.44 -0.87
H 4.41518 -2.93920 0.76272 0.79 -0.72 -0.14
H -6.75881 3.48938 -0.51050 0.15 -0.05 -0.10
H -0.65223 5.17235 2.60267 -0.08 -0.02 -0.19
C 1.38880 -1.83018 -2.31419 -2.89 0.65 0.70
C 0.38786 -3.02733 -2.10008 -0.16 2.07 0.20
O 5.17422 -3.41009 0.34208 -1.01 0.37 -3.00
S -1.02794 3.71951 0.74630 0.27 0.04 0.00
C -6.18131 2.58484 -0.70657 -0.18 -0.23 -0.10
O 6.14569 -3.47345 -1.94325 -2.33 0.76 1.07
C -7.03361 1.32298 -0.55506 -0.21 0.12 0.08
C -2.94319 4.20353 -4.82987 0.19 0.02 -0.18
H -7.58247 1.36579 0.39143 0.05 -0.03 -0.07
H 0.71601 5.14421 1.45010 -0.12 -0.04 -0.03
H 4.94693 -1.27909 5.91137 -0.08 -0.03 -0.19
C -2.26701 5.01343 -3.72140 0.07 -0.21 0.11
H -7.77028 1.23326 -1.35670 0.06 -0.03 0.08
C -0.09648 2.19214 0.71820 0.27 -0.48 0.02
H 0.49370 -4.48760 0.41242 1.21 -0.71 0.64
H -6.45131 -0.67764 0.09301 0.25 -0.01 -0.06
O 0.53324 -5.48478 -2.70410 1.70 3.29 2.02
H 7.01332 -4.99032 5.41845 -0.04 0.08 -0.08
O 3.28383 -3.00769 4.62411 0.06 0.19 -0.37
H -5.06387 3.98402 -5.29607 -0.10 0.05 0.22
H -2.44600 3.24423 -4.99015 -0.07 0.08 0.01
H -5.37576 2.57106 1.30785 0.14 -0.10 -0.04
H -4.19535 3.09238 0.07035 -0.01 -0.18 0.11
C 2.94515 -2.16627 -2.57618 0.14 0.30 -0.97
H -0.75627 1.38806 1.04986 -0.07 0.14 -0.09
H -3.01977 6.63456 -2.44825 -0.18 -0.04 -0.03
O -2.32864 3.45478 1.31846 0.14 0.22 -0.30
O -5.75654 6.25892 -4.10797 -0.07 -0.24 0.43
C 3.48467 -3.44354 -1.74513 -2.68 -1.32 -0.05
H 5.53499 -3.51476 6.71702 0.04 0.09 -0.03
H 5.92148 -2.99570 -2.77444 0.16 -0.76 0.56
```
Forces are in eV/Å.

The value obtained for the lowest unoccupied orbital energy is -1.30 eV. Its total energy is -8797.982945 Eh. The calculation puts the HOMO energy at -9.04 eV. The HOMO-LUMO gap comes out at 7.740 eV. The net charge is 0. The SMILES is C/C(Br)=C(/Br)C1=C(B(O)O)C(=O)c2ccccc2C1=O.O=S1(=O)CCCC1.O=S1(=O)CCCC1.O=S1(=O)CCCC1.O=S1(=O)CCCC1.

Need the Löwdin charges? In units of e they are: number 1, C, carries -0.229; number 2, O, carries -0.356; number 3, C, carries -0.256; number 4, S, carries 0.672; number 5, C, carries -0.083; number 6, H, carries 0.079; number 7, C, carries -0.613; number 8, B, carries -0.479; number 9, O, carries -0.322; number 10, C, carries -0.234; number 11, Br, carries 0.670; number 12, C, carries -0.214; number 13, H, carries 0.105; number 14, C, carries -0.046; number 15, H, carries 0.110; number 16, H, carries 0.119; number 17, H, carries 0.120; number 18, H, carries 0.084; number 19, H, carries 0.075; number 20, H, carries 0.100; number 21, H, carries 0.097; number 22, C, carries -0.209; number 23, H, carries 0.117; number 24, C, carries -0.223; number 25, O, carries -0.330; number 26, C, carries -0.105; number 27, H, carries 0.117; number 28, H, carries 0.081; number 29, H, carries 0.117; number 30, C, carries 0.007; number 31, C, carries -0.215; number 32, O, carries -0.320; number 33, H, carries 0.109; number 34, H, carries 0.123; number 35, C, carries -0.226; number 36, H, carries 0.119; number 37, C, carries -0.231; number 38, C, carries -0.219; number 39, H, carries 0.103; number 40, C, carries -0.030; number 41, H, carries 0.121; number 42, Br, carries 0.598; number 43, H, carries 0.091; number 44, H, carries 0.115; number 45, C, carries -0.221; number 46, O, carries -0.328; number 47, O, carries 0.059; number 48, C, carries -0.224; number 49, S, carries 0.679; number 50, H, carries 0.105; number 51, S, carries 0.679; number 52, H, carries 0.109; number 53, C, carries -0.634; number 54, C, carries 0.008; number 55, H, carries 0.094; number 56, H, carries 0.079; number 57, H, carries 0.120; number 58, H, carries 0.110; number 59, C, carries -0.032; number 60, C, carries -0.048; number 61, O, carries 0.087; number 62, S, carries 0.679; number 63, C, carries -0.234; number 64, O, carries 0.112; number 65, C, carries -0.212; number 66, C, carries -0.214; number 67, H, carries 0.118; number 68, H, carries 0.109; number 69, H, carries 0.109; number 70, C, carries -0.222; number 71, H, carries 0.116; number 72, C, carries -0.223; number 73, H, carries 0.072; number 74, H, carries 0.104; number 75, O, carries 0.074; number 76, H, carries 0.117; number 77, O, carries -0.321; number 78, H, carries 0.105; number 79, H, carries 0.116; number 80, H, carries 0.119; number 81, H, carries 0.077; number 82, C, carries -0.230; number 83, H, carries 0.113; number 84, H, carries 0.110; number 85, O, carries -0.315; number 86, O, carries -0.324; number 87, C, carries 0.066; number 88, H, carries 0.121; number 89, H, carries 0.105

---

[2]
Here is a molecular structure, C29H41BN6PdS2 from OMol25. Energies are from ωB97M-V with the def2-TZVPD basis set.

```
80
Properties=species:S:1:pos:R:3:forces:R:3
H -2.04033 1.84663 4.00542 -0.01 -0.01 -0.06
H 0.16932 -1.37418 5.49655 0.03 0.03 -0.09
H 5.76640 1.08075 -1.70866 -0.06 -0.04 0.01
C 1.56491 -1.26419 3.78460 0.07 -0.02 0.00
C 1.30066 -1.91760 -2.12749 0.06 0.08 -0.23
S 0.44531 2.48340 -0.78196 -0.11 -0.32 0.42
B -2.66608 3.24652 -1.60460 -0.07 -0.05 0.03
C 3.93403 0.52188 -0.74358 -0.10 0.04 0.07
C 4.69858 -0.37047 -2.85618 -0.03 -0.03 0.00
H 0.82185 2.28558 2.29533 0.00 -0.20 0.00
C -1.89270 3.99328 1.93817 0.09 0.03 0.05
C 4.20802 2.95042 -0.15448 0.03 -0.05 -0.02
C -3.01618 0.46118 -4.00304 0.10 -0.15 0.03
C -2.03336 -0.31075 3.84758 0.06 -0.06 -0.10
H -3.80746 4.12591 0.84804 0.09 0.02 -0.03
H 0.80448 -0.81685 -3.93321 -0.02 -0.05 0.00
C -2.85656 1.74889 -3.63604 0.10 0.13 0.17
C -0.83140 3.08126 0.21346 -0.07 0.63 0.08
H 0.29125 3.62336 3.31990 -0.02 0.04 0.00
H 3.27598 1.46754 1.05039 -0.09 0.00 0.04
H -3.81521 3.62580 -1.55250 0.10 -0.02 0.02
H -1.97192 3.93814 -2.31441 -0.09 -0.08 0.01
C -0.56263 -0.55246 3.56192 0.04 -0.07 0.12
H 1.32829 3.93798 1.90800 0.00 0.02 -0.03
C 1.32964 -0.79553 2.48985 -0.13 -0.02 0.14
C 5.38583 1.19372 1.21653 -0.03 -0.02 0.00
C -2.29749 -0.39582 5.35174 -0.03 -0.07 0.04
S -2.57711 -0.03277 -0.17305 -0.04 0.16 0.21
C 0.31306 -1.13512 -3.00998 0.13 -0.18 -0.04
H -3.16939 0.01321 -4.97064 0.00 0.00 0.09
C 2.79870 -0.30324 -0.82683 0.10 0.10 0.05
C -2.46988 1.07233 3.36111 0.01 -0.02 0.17
H -3.91020 -1.32066 3.40413 0.08 0.01 -0.04
H 2.50193 -1.65673 4.15817 -0.10 0.02 -0.03
H -2.14773 1.25343 2.34331 0.02 0.02 -0.20
C -3.06867 -1.72932 -2.76267 -0.10 0.11 0.00
H 5.50755 1.91962 2.02473 0.00 -0.04 -0.04
H -3.56010 1.16630 3.38950 0.07 0.00 0.04
H -2.38857 -2.12596 -2.01618 0.05 0.00 0.04
H -1.66352 0.30256 5.90401 -0.04 -0.03 -0.02
C 3.54618 -1.13677 -2.95236 0.05 0.04 -0.04
H -2.02197 4.37177 2.93804 0.02 -0.06 -0.06
H 6.28542 1.22673 0.59577 -0.04 0.00 0.04
H -3.34283 -0.14491 5.55350 0.06 -0.02 -0.01
Pd -0.22320 0.41461 0.25194 0.20 -0.51 0.09
C 0.51725 3.32694 2.29946 -0.09 0.17 -0.08
C -2.71863 0.54579 -1.79349 0.21 -0.01 -0.35
H -0.05117 -0.23971 -2.51072 -0.03 0.15 0.06
H -2.76010 -1.32072 2.05631 0.00 -0.06 0.06
C -2.85048 -1.40471 3.13923 -0.02 0.07 0.03
H 5.44859 -0.41403 -3.63681 -0.03 0.01 0.02
H -2.84792 -2.16500 -3.73391 0.00 0.01 -0.02
C 4.13807 1.51810 0.38993 0.13 0.03 -0.10
H 3.40250 -1.76878 -3.82169 0.00 0.03 0.05
H 1.80902 -3.26097 -3.77389 0.00 -0.01 0.05
H -4.08645 -1.98648 -2.47198 -0.03 0.03 0.00
H -2.11531 -1.40367 5.73343 -0.01 0.06 -0.01
N -2.67134 1.79850 -2.26704 -0.12 0.14 -0.02
H -0.54614 -1.75853 -3.27607 0.16 0.07 0.04
H 0.62715 -3.90693 -2.63723 0.02 0.02 -0.03
H -2.49606 -2.39467 3.43546 -0.02 0.03 0.00
H 0.85505 -2.04894 -1.14714 -0.11 -0.01 0.22
C 2.57922 -1.11408 -1.95582 -0.08 0.04 0.10
N -0.68439 3.49814 1.49456 0.02 -0.12 0.06
C 2.21016 -0.76739 1.39479 0.07 -0.01 -0.02
H 4.29659 3.66542 0.66880 0.00 -0.04 -0.04
C -2.76254 3.87462 0.91091 -0.07 -0.17 -0.04
C 4.87818 0.45914 -1.76548 0.01 0.04 0.00
N 0.02219 -0.36336 2.36396 -0.02 0.19 -0.35
H -2.85145 2.64894 -4.22973 0.00 -0.09 0.09
C 1.53870 -3.31014 -2.71588 0.07 0.00 0.05
H 2.33594 -3.83458 -2.18398 -0.05 0.01 -0.04
N 1.85491 -0.30858 0.24184 -0.14 -0.10 -0.47
H 5.07558 3.08154 -0.80748 -0.04 0.01 0.05
H 3.31054 3.19228 -0.72632 0.05 0.01 0.03
N -2.90727 -0.28696 -2.85077 -0.22 -0.11 0.02
C 0.36657 -1.11153 4.46773 -0.10 0.09 0.03
H 5.32283 0.19694 1.66047 0.02 0.04 -0.03
H 3.21891 -1.15874 1.53349 0.02 0.01 0.00
N -2.09896 3.30369 -0.15106 0.01 0.10 -0.26
```
Forces are in eV/Å.

The value obtained for the lowest unoccupied orbital energy (spin up / spin down) is 0.63 / -1.79 eV. Its total energy is -2407.392992 Eh. The calculation puts the HOMO energy (spin up / spin down) at -7.31 / -7.38 eV. The multiplicity is 3. The HOMO-LUMO gap (spin up / spin down) comes out at 7.935 / 5.589 eV. The net charge is 0.

Need the Löwdin charges? In units of e they are: number 1, H, carries 0.083; number 2, H, carries 0.093; number 3, H, carries 0.111; number 4, C, carries -0.042; number 5, C, carries -0.368; number 6, S, carries 0.701; number 7, B, carries -0.430; number 8, C, carries -0.139; number 9, C, carries -0.069; number 10, H, carries 0.064; number 11, C, carries -0.058; number 12, C, carries -0.069; number 13, C, carries -0.042; number 14, C, carries -0.545; number 15, H, carries 0.124; number 16, H, carries 0.092; number 17, C, carries -0.059; number 18, C, carries -0.742; number 19, H, carries 0.095; number 20, H, carries 0.105; number 21, H, carries 0.078; number 22, H, carries 0.075; number 23, C, carries -0.264; number 24, H, carries 0.090; number 25, C, carries -0.337; number 26, C, carries -0.059; number 27, C, carries -0.070; number 28, S, carries 0.658; number 29, C, carries -0.053; number 30, H, carries 0.123; number 31, C, carries -0.172; number 32, C, carries -0.064; number 33, H, carries 0.087; number 34, H, carries 0.103; number 35, H, carries 0.012; number 36, C, carries -0.053; number 37, H, carries 0.079; number 38, H, carries 0.094; number 39, H, carries 0.060; number 40, H, carries 0.087; number 41, C, carries -0.039; number 42, H, carries 0.126; number 43, H, carries 0.076; number 44, H, carries 0.085; number 45, Pd, carries 0.649; number 46, C, carries -0.017; number 47, C, carries -0.691; number 48, H, carries 0.040; number 49, H, carries 0.003; number 50, C, carries -0.050; number 51, H, carries 0.103; number 52, H, carries 0.091; number 53, C, carries -0.382; number 54, H, carries 0.109; number 55, H, carries 0.073; number 56, H, carries 0.096; number 57, H, carries 0.082; number 58, N, carries 0.007; number 59, H, carries 0.057; number 60, H, carries 0.077; number 61, H, carries 0.090; number 62, H, carries 0.113; number 63, C, carries -0.138; number 64, N, carries -0.109; number 65, C, carries -0.095; number 66, H, carries 0.078; number 67, C, carries -0.047; number 68, C, carries -0.041; number 69, N, carries 0.041; number 70, H, carries 0.123; number 71, C, carries -0.071; number 72, H, carries 0.086; number 73, N, carries -0.043; number 74, H, carries 0.075; number 75, H, carries 0.042; number 76, N, carries -0.130; number 77, C, carries -0.046; number 78, H, carries 0.073; number 79, H, carries 0.143; number 80, N, carries -0.017

---

Q: What is the net charge in the first record?
A: 0